No. 1
Density functional theory data (the ωB97M-V functional and the def2-TZVPD basis) for one molecule with the formula C22H29N3O.

Spin multiplicity ... 1
SMILES ... CC(=O)N1CCN(c2ccc(NCc3ccc(C(C)C)cc3)cc2)CC1

Cartesian coordinates (Å):
C -8.0530 0.1422 0.9703
C -7.2227 -0.3652 -0.1916
O -7.7070 -1.0537 -1.0706
N -5.9198 0.0045 -0.2187
C -5.1914 0.7125 0.8061
C -4.1204 -0.2154 1.4130
N -3.2219 -0.7081 0.3920
C -2.1097 0.0737 0.0499
C -1.7259 0.3336 -1.2662
C -0.5828 1.0538 -1.5474
C 0.2300 1.5682 -0.5360
N 1.3036 2.3687 -0.8803
C 2.4297 2.6386 -0.0197
C 3.4988 1.5677 -0.0177
C 3.1697 0.2186 -0.0488
C 4.1576 -0.7480 -0.0414
C 5.5020 -0.3992 0.0014
C 6.5859 -1.4487 0.0149
C 6.5420 -2.2937 -1.2600
C 6.4689 -2.3344 1.2572
C 5.8261 0.9506 0.0320
C 4.8408 1.9206 0.0190
C -0.1445 1.2966 0.7810
C -1.2765 0.5605 1.0598
C -3.9699 -1.3920 -0.6404
C -5.0514 -0.4987 -1.2656
H -9.0756 -0.1916 0.8174
H -8.0381 1.2289 1.0129
H -7.6892 -0.2616 1.9127
H -5.8592 1.0738 1.5846
H -4.6877 1.5733 0.3465
H -3.5676 0.3267 2.1777
H -4.6135 -1.0764 1.8786
H -2.3118 -0.0260 -2.0975
H -0.3146 1.2340 -2.5798
H 1.5556 2.3013 -1.8566
H 2.0623 2.7879 0.9995
H 2.8741 3.5858 -0.3455
H 2.1321 -0.0811 -0.0793
H 3.8699 -1.7886 -0.0669
H 7.5545 -0.9372 0.0514
H 5.6087 -2.8474 -1.3247
H 7.3646 -3.0056 -1.2682
H 6.6254 -1.6579 -2.1388
H 5.5345 -2.8900 1.2491
H 7.2911 -3.0459 1.2911
H 6.4986 -1.7270 2.1593
H 6.8648 1.2491 0.0630
H 5.1179 2.9655 0.0411
H 0.4584 1.6436 1.6060
H -1.5035 0.3453 2.0932
H -3.2891 -1.7703 -1.4020
H -4.4621 -2.2509 -0.1692
H -5.6662 -1.0636 -1.9673
H -4.5926 0.3526 -1.7803

No. 2
Density functional theory data (the ωB97M-V functional and the def2-TZVPD basis) for an isolated ion of composition C4H8IN2S and charge +1 in a non-equilibrium geometry.

Charge ... +1
Spin multiplicity ... 1

Cartesian coordinates (Å):
C -0.3210 -0.3667 0.1761
C -1.0722 1.9985 -0.0571
C 0.5250 1.7747 0.1291
C 0.9694 -2.7867 -0.0269
N -1.5770 0.6627 0.4263
N 0.6962 0.3698 -0.0379
S -0.6730 -1.9795 0.0641
I -3.4090 -0.0800 0.0235
H -1.2709 2.8278 0.5183
H -1.5090 2.2229 -1.0674
H 1.1484 2.1078 -0.6596
H 0.8578 2.1343 1.0971
H 1.7508 -1.9280 -0.2143
H 0.9543 -3.5242 -0.9181
H 1.2430 -3.5426 0.7311
H 1.6871 0.1091 -0.1844

No. 3
Density functional theory data (the ωB97M-V functional and the def2-TZVPD basis) for an isolated ion of composition C5H9FN3 and charge +1 in a non-equilibrium geometry.

Charge ... +1
Spin multiplicity ... 1

Cartesian coordinates (Å):
C 0.0363 -1.9568 -1.0936
C -1.4207 -1.5880 -0.9784
C 1.0903 -1.1460 -0.9409
C -2.0129 -0.4551 -0.7930
C 0.3853 0.7923 0.3977
N 1.3236 -0.0170 -0.2594
N 1.0816 1.4786 1.6771
N -2.7408 0.5451 -0.5024
F 0.2197 2.0990 -0.3958
H -0.0298 -2.8697 -1.5546
H -1.9700 -2.3894 -1.6440
H 1.8722 -1.5771 -1.4033
H 2.2923 0.1489 -0.4506
H 1.8941 2.0165 1.3600
H 0.3198 2.0658 2.0994
H -3.4728 0.4247 0.1614
H 1.1957 0.7554 2.3708
H -2.6301 1.4782 -0.9413

No. 4
Density functional theory data (the ωB97M-V functional and the def2-TZVPD basis) for a 21-piece molecular cluster, C42H126O21 overall in a non-equilibrium geometry.

Spin multiplicity ... 1

Cartesian coordinates (Å):
C -0.4365 -3.7390 -1.4484
C -1.7646 -4.3817 -1.7439
O -1.5008 -5.1290 -2.8947
H -0.1127 -3.1638 -2.3158
H 0.2719 -4.5613 -1.3477
H -0.4595 -3.0331 -0.6182
H -2.4598 -3.5625 -1.9270
H -2.1856 -4.9134 -0.8906
H -2.2783 -5.2783 -3.4376
C 3.7321 -3.7214 -4.0106
C 4.0858 -4.9520 -4.8334
O 4.8869 -4.5213 -5.9225
H 3.1295 -3.8487 -3.1113
H 3.2234 -3.0530 -4.7053
H 4.6299 -3.1771 -3.7178
H 3.1956 -5.4459 -5.2231
H 4.6019 -5.6956 -4.2262
H 5.2026 -5.2823 -6.4153
C 3.9742 3.6414 -1.5804
C 2.5396 3.3735 -1.0474
O 2.1329 4.6112 -0.4891
H 3.9798 4.3924 -2.3704
H 4.3918 2.7473 -2.0433
H 4.6461 3.9918 -0.7969
H 2.6198 2.6051 -0.2785
H 1.8678 3.0201 -1.8297
H 2.0954 5.3241 -1.1310
C -1.3122 -2.6652 -5.3478
C 0.2182 -2.7258 -5.4808
O 0.5446 -3.1540 -6.7672
H -1.7388 -2.0816 -6.1635
H -1.5883 -2.2400 -4.3829
H -1.7783 -3.6489 -5.2904
H 0.6838 -3.3332 -4.7046
H 0.6746 -1.7413 -5.3781
H 1.4983 -3.1358 -6.8756
C -4.4703 3.3222 0.1066
C -4.9819 4.0804 1.3324
O -3.9231 4.1875 2.2655
H -3.9174 2.4625 0.4853
H -3.8030 3.9922 -0.4355
H -5.2082 3.0475 -0.6471
H -5.7254 3.5217 1.9009
H -5.4197 5.0421 1.0647
H -4.0144 3.3854 2.7851
C -1.1461 -3.4391 2.4666
C -0.6930 -3.2133 3.9132
O -0.6001 -1.8366 4.2009
H -0.4401 -2.9976 1.7632
H -2.1323 -3.0245 2.2577
H -1.1670 -4.5039 2.2345
H 0.3019 -3.5520 4.2024
H -1.3692 -3.7010 4.6153
H 0.1347 -1.5510 3.6530
C -1.6854 -0.7490 7.9291
C -0.2446 -0.5333 7.5561
O 0.2493 -1.7589 7.0121
H -1.7646 -1.6393 8.5530
H -2.2604 -1.0192 7.0433
H -2.0213 0.1842 8.3811
H 0.2745 -0.2885 8.4828
H -0.0938 0.3551 6.9428
H -0.0650 -1.9207 6.1195
C -2.1977 1.1863 3.9016
C -3.2835 1.7193 4.8253
O -4.4630 1.7980 4.0841
H -1.9294 1.9605 3.1829
H -2.4135 0.2095 3.4686
H -1.3233 1.0609 4.5402
H -2.9782 2.7320 5.0889
H -3.3960 1.0357 5.6667
H -4.6139 0.9305 3.7017
C -3.2764 -0.3103 -2.3019
C -2.9373 0.9110 -3.1262
O -1.5476 1.2182 -2.9778
H -3.0414 -0.1815 -1.2454
H -2.6667 -1.1704 -2.5789
H -4.3359 -0.5636 -2.3380
H -3.5326 1.7275 -2.7174
H -3.1897 0.7187 -4.1690
H -1.4051 2.0621 -3.4126
C -2.0013 0.7060 -7.1341
C -1.1473 -0.1239 -8.1088
O -0.8958 0.6468 -9.2812
H -3.0528 0.7924 -7.4079
H -1.6206 1.7186 -7.0005
H -2.0240 0.2611 -6.1393
H -1.6736 -1.0273 -8.4168
H -0.2402 -0.5559 -7.6863
H -1.7311 0.8876 -9.6887
C 2.5596 -4.3873 1.2923
C 3.8771 -3.8650 1.8677
O 3.6151 -3.4231 3.1866
H 2.2586 -5.2964 1.8130
H 2.6752 -4.6556 0.2422
H 1.7781 -3.6684 1.5383
H 4.1859 -3.0214 1.2504
H 4.6264 -4.6562 1.8949
H 3.3595 -4.2312 3.6374
C -4.2665 -2.8194 5.3004
C -3.7386 -3.8778 6.2439
O -4.8087 -4.6884 6.5652
H -4.8861 -2.0895 5.8214
H -4.9192 -3.2167 4.5231
H -3.4751 -2.3368 4.7270
H -3.2718 -3.5051 7.1556
H -2.9955 -4.5458 5.8083
H -5.4207 -4.2098 7.1292
C 1.7912 1.6984 -5.5830
C 2.9873 2.1995 -6.3312
O 3.8920 2.7207 -5.3520
H 1.2786 2.5001 -5.0514
H 2.0429 0.9522 -4.8294
H 1.0678 1.2518 -6.2651
H 2.7601 3.0080 -7.0260
H 3.5140 1.4168 -6.8771
H 4.3419 1.9727 -4.9523
C 6.7616 0.4324 -5.0511
C 5.7517 -0.2800 -4.1087
O 4.6351 0.5155 -3.9374
H 7.6278 -0.1869 -5.2842
H 7.1235 1.3025 -4.5034
H 6.2485 0.7477 -5.9597
H 6.1945 -0.3171 -3.1134
H 5.3886 -1.2218 -4.5201
H 4.0602 0.0937 -3.2946
C -2.1618 5.6858 -2.7512
C -1.6775 4.2172 -2.7726
O -1.6070 3.7335 -4.0528
H -2.0059 6.1779 -1.7912
H -3.2104 5.7931 -3.0286
H -1.5929 6.2918 -3.4562
H -2.2734 3.5625 -2.1367
H -0.6617 4.2186 -2.3774
H -1.1147 4.3814 -4.5622
C -5.6352 -0.8473 0.7232
C -5.1774 -1.5609 1.9376
O -5.1231 -0.6791 3.1178
H -5.7623 -1.5295 -0.1174
H -4.8728 -0.1029 0.4939
H -6.5521 -0.2762 0.8688
H -4.1477 -1.8454 1.7213
H -5.7730 -2.4626 2.0804
H -6.0524 -0.4548 3.2056
C -0.0935 3.8251 2.0403
C 0.6957 5.0936 2.4818
O 2.0340 4.8177 2.2818
H -1.1219 4.0187 2.3455
H 0.2994 2.9250 2.5130
H 0.0208 3.7312 0.9604
H 0.4692 5.3809 3.5086
H 0.4544 5.9509 1.8534
H 2.1576 4.7057 1.3364
C 1.0477 3.1443 6.1240
C 0.8518 3.6689 7.5689
O 1.9423 4.4148 7.9199
H 1.0967 3.8987 5.3388
H 0.3169 2.3762 5.8710
H 1.9993 2.6258 6.0066
H 0.7268 2.8501 8.2774
H -0.0559 4.2637 7.6709
H 2.4511 3.7953 8.4481
C 4.2654 -0.4059 -0.2754
C 3.5783 -1.5393 -1.0435
O 2.9141 -1.0608 -2.2124
H 4.9349 0.1347 -0.9445
H 4.7596 -0.6834 0.6557
H 3.5240 0.3506 -0.0181
H 2.9098 -2.1189 -0.4067
H 4.3423 -2.2652 -1.3219
H 2.0089 -0.8835 -1.9461
C 2.7624 1.1070 3.1169
C 2.0688 -0.0183 3.8697
O 1.9368 -1.2056 3.0366
H 3.7940 0.7767 2.9951
H 2.7356 2.0501 3.6628
H 2.2801 1.2899 2.1567
H 1.1068 0.3719 4.2019
H 2.6372 -0.2182 4.7781
H 2.6718 -1.8121 3.1527
C -0.8708 -0.1379 0.7245
C 0.4548 0.1327 -0.0229
O 0.4358 -0.1762 -1.4021
H -1.6984 0.5036 0.4219
H -0.6388 0.0365 1.7752
H -1.2577 -1.1425 0.5535
H 1.2287 -0.3941 0.5353
H 0.7654 1.1764 0.0259
H -0.2681 0.3058 -1.8423

No. 5
Density functional theory data (the ωB97M-V functional and the def2-TZVPD basis) for a 12-piece molecular cluster, H24O12 overall in a non-equilibrium geometry.

Spin multiplicity ... 1
SMILES ... O.O.O.O.O.O.O.O.O.O.O.O

Cartesian coordinates (Å):
O -3.0134 1.3042 0.7085
H -2.2725 1.1077 1.2854
H -2.9027 0.9156 -0.2349
O 1.5887 -2.2503 2.2211
H 1.4623 -1.3696 1.7803
H 2.5158 -2.1995 2.5639
O -0.4495 -0.0529 0.3040
H 0.1705 0.6227 0.4505
H -0.5986 -0.0656 -0.6405
O 1.5366 -1.5658 -1.9753
H 0.6153 -1.3123 -2.0055
H 1.6383 -2.5125 -2.0432
O -1.3809 -1.7619 -2.2037
H -1.9644 -2.2306 -2.7681
H -1.3171 -2.2217 -1.3742
O 2.4499 1.3179 -1.3479
H 3.3420 1.4052 -1.7973
H 2.5438 1.7954 -0.5561
O 0.9655 2.1569 1.5031
H 0.4115 2.8994 1.7520
H 1.5844 1.9719 2.2239
O -1.2627 1.3300 2.9148
H -0.4874 1.2296 2.3937
H -1.1736 0.6608 3.5865
O -0.0378 0.9922 -2.6588
H 0.8064 0.9753 -2.3254
H -0.2525 1.7720 -2.1147
O -3.0955 0.4186 -1.9085
H -2.9361 0.9282 -2.7041
H -2.5004 -0.2968 -2.1743
O -1.8862 -1.8075 2.0642
H -1.2885 -2.5125 2.1276
H -1.4925 -1.1600 1.5166
O 2.8022 -0.5482 0.5158
H 2.7809 -0.0028 -0.3046
H 3.0980 0.0672 1.2254

Energy above the lowest of the compared OMol25 structures with the same formula, charge and spin values (in kcal per mole) by entry order: 4.8; 29.2; 101.7; 48.2; 56.7.
Molar mass values (in g mol⁻¹) by entry order: 351.49; 243.09; 130.15; 967.45; 216.18.